{
  "formula": "C18H37NO2",
  "method": "ωB97M-V with the def2-TZVPD basis set",
  "symbols": ["C", "C", "C", "C", "C", "C", "C", "C", "C", "C", "C", "C", "C", "C", "H", "H", "C", "C", "O", "N", "H", "C", "H", "H", "C", "O", "H", "H", "H", "H", "H", "H", "H", "H", "H", "H", "H", "H", "H", "H", "H", "H", "H", "H", "H", "H", "H", "H", "H", "H", "H", "H", "H", "H", "H", "H", "H", "H"],
  "positions_angstrom": [[4.70560, -5.52314, -0.03208], [4.59617, -4.07172, -0.81237], [3.12756, -3.77815, -1.39601], [2.27228, -3.49132, -0.28427], [1.02536, -3.01627, -0.91044], [0.97115, -1.81823, -1.42072], [-0.38517, -1.41682, -1.73394], [-1.44903, -1.03192, -0.85922], [-2.76569, -0.50160, -1.32982], [-3.79646, -0.21725, -0.09286], [-3.56467, 0.64830, 0.86374], [-3.43168, 2.11176, 0.14671], [-3.43690, 3.48647, 1.26870], [-2.48752, 3.37733, 2.33481], [-2.20027, 2.49792, 2.66300], [-2.61810, 4.06192, 3.21425], [-1.00474, 4.00760, 1.76072], [-0.28034, 2.74906, 1.08575], [-0.41494, 1.68285, 1.41658], [0.27290, 3.02552, -0.04212], [0.29094, 4.06232, -0.54430], [1.10043, 1.99441, -0.81313], [1.31324, 2.60711, -1.80633], [0.49315, 1.18207, -1.03186], [2.23769, 1.66669, -0.42900], [2.03627, 0.61741, 0.62542], [1.41882, 0.84655, 1.17032], [2.97898, 1.34699, -0.93797], [2.81747, 2.45326, 0.55583], [-0.43703, 4.31992, 2.52666], [-1.39139, 4.65820, 0.88065], [-3.63009, 4.31658, 0.69418], [-4.53754, 3.14979, 1.91313], [-2.39666, 2.42544, -0.27548], [-4.19426, 2.31985, -0.40079], [-4.38020, 0.69483, 1.69858], [-2.49310, 0.66810, 1.19227], [-4.80462, -0.12870, -0.30244], [-3.94525, -1.26593, 0.43652], [-3.23999, -1.36278, -1.91498], [-2.61872, 0.52837, -1.55341], [-0.94167, -0.54130, 0.10665], [-1.55416, -1.99747, -0.13045], [-0.30533, -0.45316, -2.49690], [-0.96342, -2.25877, -2.61141], [1.45546, -1.67798, -2.33389], [1.31955, -0.97018, -0.70334], [0.58762, -3.77472, -1.42471], [0.11826, -3.18962, -0.08783], [2.68027, -2.89300, 0.35081], [2.12892, -4.43915, 0.30294], [3.34231, -2.96326, -2.07577], [2.77496, -4.54429, -2.06971], [5.40591, -4.14437, -1.55185], [4.98043, -3.30949, -0.01033], [4.27498, -6.42026, -0.58936], [4.19489, -5.48357, 0.71799], [5.80925, -5.84403, 0.20475]],
  "nbo_charge": [-0.57, -0.39, -0.39, -0.39, -0.36, -0.49, -0.28, -0.47, -0.43, -0.38, -0.43, -0.37, -0.37, -0.40, 0.22, 0.20, -0.49, 0.69, -0.64, -0.62, 0.42, -0.27, 0.20, 0.25, -0.06, -0.75, 0.46, 0.20, 0.16, 0.21, 0.20, 0.20, 0.17, 0.19, 0.17, 0.22, 0.23, 0.20, 0.18, 0.23, 0.23, 0.23, 0.19, 0.17, 0.15, 0.21, 0.24, 0.21, 0.17, 0.20, 0.19, 0.20, 0.20, 0.20, 0.20, 0.19, 0.16, 0.20],
  "largest_force_ev_per_a": 18.02,
  "gap_ev": 9.66,
  "homo_energy_ev": -9.135,
  "de_lowest_kcal_mol": 399.60,
  "e_tot_ev": -24835.34752,
  "lumo_energy_ev": 0.52,
  "charge": 0,
  "spin_multiplicity": 1
}